Record 1
Below is the molecule C6H10, with properties calculated with ωB97M-V/def2-TZVPD.

Kohn-Sham gap (eV): 5.62
LUMO (eV): -2.09
Total charge: 0

The geometry in XYZ format:
```
16
Properties=species:S:1:pos:R:3:forces:R:3
C -1.275 -1.098 -0.640 0.03 4.09 0.58
C -0.838 0.197 0.407 -0.88 -1.91 1.07
C -1.625 1.437 0.424 2.46 -5.62 -1.20
C 0.792 0.656 -0.252 0.77 2.22 -3.24
C 1.980 -0.215 -0.849 -0.50 -1.24 6.10
C 2.594 -0.838 0.248 2.24 0.83 -2.89
H -1.257 -2.031 -0.131 0.40 -0.58 0.50
H -2.311 -0.756 -0.719 0.00 -0.81 -0.89
H -0.692 -1.078 -1.590 -0.60 -0.05 0.84
H -1.973 1.816 1.298 -0.15 1.49 2.68
H -2.197 1.692 -0.420 -0.19 0.45 -1.35
H 1.110 1.519 0.380 0.06 -0.92 -0.25
H 0.371 1.109 -1.159 -0.13 0.09 0.38
H -0.563 -0.334 1.439 -0.65 1.81 -1.96
H 2.171 -0.934 1.221 -0.97 -0.23 0.54
H 3.713 -1.142 0.344 -1.89 0.37 -0.91
```
Forces are in eV/Å.

Atomic partial charges in e from the Löwdin method, atoms 1 to 8: -0.03, -0.29, 0.09, -0.21, -0.06, -0.10, 0.04, 0.05



Record 2
Below is a cluster of 2 separate species, CClN5O2 in total, with properties calculated with ωB97M-V/def2-TZVPD.

Kohn-Sham gap (eV): 10.92
LUMO (eV): -0.03
Total charge: 0

The geometry in XYZ format:
```
9
Properties=species:S:1:pos:R:3:forces:R:3
C -2.630 0.289 -0.018 5.37 0.65 -0.22
N 1.349 -0.114 0.458 1.80 -1.56 3.06
N -1.477 0.424 -0.063 -1.88 -0.23 0.30
N 1.074 1.017 0.177 -0.51 3.27 -1.58
N 1.033 2.134 0.076 -0.29 -0.88 -0.03
N 0.973 -1.255 -0.203 1.21 0.32 0.46
O 0.333 -1.136 -1.193 -0.80 -0.88 -1.46
O 1.477 -2.218 0.333 -0.87 -0.41 -0.67
Cl -4.167 0.246 0.032 -4.01 -0.29 0.12
```
Forces are in eV/Å.

Atomic partial charges in e from the Löwdin method, atoms 1 to 8: -0.87, 0.10, 0.12, -0.18, 0.26, -0.45, 0.07, 0.08



Record 3
Below is a structure of composition C2H2AlO6, with properties calculated with ωB97M-V/def2-TZVPD.

Spin multiplicity: 2
Expectation value of S²: 1.738
Kohn-Sham gap (spin up / spin down) (eV): 9.16 / 3.54
LUMO (spin up / spin down) (eV): -10.95 / -15.44
Total charge: +2

The geometry in XYZ format:
```
11
Properties=species:S:1:pos:R:3:forces:R:3
Al -0.112 -0.996 2.463 -0.13 0.49 0.18
O 2.183 2.339 0.981 0.44 0.22 0.39
C 0.930 2.469 0.714 -0.06 -1.73 0.14
O 0.612 3.452 0.025 -1.23 2.07 -1.36
O 0.122 1.586 1.063 -0.77 -0.15 0.08
H 2.011 1.620 1.593 1.75 -0.81 0.96
O -0.466 -2.506 -2.022 -2.20 0.58 -0.26
C -1.535 -2.023 -1.377 0.14 -1.89 -2.05
O -1.183 -1.697 -0.244 -0.23 1.22 2.46
O -2.719 -2.079 -1.820 -0.07 0.22 -0.29
H 0.158 -2.165 -1.377 2.37 -0.21 -0.25
```
Forces are in eV/Å.

Atomic partial charges in e from the Löwdin method, atoms 1 to 8: 1.20, 0.26, -0.71, 0.44, 0.00, 0.13, 0.33, -0.53



Record 4
Below is a cluster of 2 separate species, C2H3NO2 in total, with properties calculated with ωB97M-V/def2-TZVPD.

Kohn-Sham gap (spin up / spin down) (eV): 8.27 / 8.33
LUMO (spin up / spin down) (eV): -0.44 / -0.44
Total charge: 0

The geometry in XYZ format:
```
8
Properties=species:S:1:pos:R:3:forces:R:3
C 0.867 0.028 0.084 -1.16 0.04 -0.57
C -1.458 -0.744 0.075 2.44 1.16 -1.09
N 1.969 -0.525 0.020 -4.66 -2.89 0.50
O 0.453 1.269 -0.047 -2.10 -1.00 1.11
O -1.956 0.337 -0.002 -0.17 -0.01 0.48
H -2.001 -1.632 -0.310 0.21 -0.22 0.59
H 2.715 0.039 -0.005 3.64 2.71 -0.22
H -0.590 1.228 0.185 1.81 0.21 -0.79
```
Forces are in eV/Å.

Partial charges, Löwdin, in e: -0.30, -0.02, 0.14, 0.02, -0.03, 0.08, 0.01, 0.11



Record 5
Below is the molecule C4H5NO, with properties calculated with ωB97M-V/def2-TZVPD.

Kohn-Sham gap (eV): 8.30
LUMO (eV): 0.86
Total charge: 0

The geometry in XYZ format:
```
11
Properties=species:S:1:pos:R:3:forces:R:3
N -2.396 -0.354 0.415 -0.44 -0.07 -0.48
C 1.536 -0.034 0.149 -0.45 0.06 -0.46
C 1.010 1.080 -0.550 0.38 0.17 -0.42
O 1.904 -1.225 -0.413 0.13 0.27 -0.13
C -1.186 0.139 0.483 0.98 -0.23 0.08
C -0.131 0.421 -0.234 -0.49 -0.09 1.04
H 1.950 -1.106 -1.377 -0.21 0.04 0.33
H -2.908 -0.430 -0.458 0.11 -0.26 0.13
H -2.877 -0.662 1.247 0.04 0.34 -0.11
H 1.884 0.035 1.179 -0.12 -0.19 0.03
H 1.214 2.137 -0.442 0.08 -0.03 -0.01
```
Forces are in eV/Å.

Atomic partial charges in e from the Löwdin method, atoms 1 to 8: 0.05, -0.24, -0.10, 0.00, -0.10, -0.15, 0.11, 0.10



Record 6
Below is the molecule C5H10O, with properties calculated with ωB97M-V/def2-TZVPD.

Kohn-Sham gap (eV): 7.64
LUMO (eV): 0.95
Total charge: 0

The geometry in XYZ format:
```
16
Properties=species:S:1:pos:R:3:forces:R:3
C -1.807 0.150 0.532 -0.07 -0.06 0.00
C -0.414 0.050 1.091 -0.33 0.05 0.08
O 0.044 1.233 1.591 -0.06 0.14 -0.09
C 0.410 0.269 -0.865 -0.01 0.10 -0.21
C 1.577 -0.610 -1.123 0.06 0.05 -0.15
C 0.942 -0.911 0.236 0.22 -0.29 0.06
H -2.093 -0.749 -0.022 0.06 0.12 0.08
H -1.998 1.036 -0.114 0.08 -0.07 0.06
H -2.484 0.232 1.392 0.14 -0.02 -0.11
H -0.360 1.996 1.126 0.07 -0.07 0.11
H -0.481 0.069 -1.452 0.14 0.01 0.15
H 0.603 1.319 -0.660 -0.05 -0.19 -0.02
H 2.562 -0.150 -1.102 -0.16 -0.06 0.04
H 1.461 -1.357 -1.906 -0.01 0.10 0.14
H 1.638 -0.732 1.050 -0.15 -0.01 -0.14
H 0.466 -1.886 0.275 0.06 0.21 -0.01
```
Forces are in eV/Å.

Atomic partial charges in e from the Löwdin method, atoms 1 to 8: -0.14, -0.33, -0.07, -0.12, -0.16, -0.15, 0.08, 0.07



Calculated values (eV/Å) of F_max for the records, taken in order: 6.250 5.409 2.791 5.508 1.156 0.371.